C4H3ClN2S | ωB97M-V/def2-TZVPD

Properties
* total energy: -1122.07764 Eh
* energy relative to the best compared isomer or geometry (same formula, charge and spin): 0.784 eV
* orbital gap: 6.891 eV
* SMILES string: NC1=C(Cl)C(=S)C=N1
* HOMO: -0.3077 hartree
* total charge: 0

Last column: Löwdin charge in e.
Atoms and positions in Å:
C1 -0.6780 -0.0710 0.0328  -0.418
C2 0.2905 0.8797 0.0425  -0.721
C3 1.5970 0.2413 0.0112  -0.823
C4 1.1539 -1.2180 -0.0316  -0.134
H1 -2.6342 -0.7884 0.0777  0.146
H2 -2.3512 1.0403 0.1738  0.099
H3 1.8219 -2.0906 -0.1602  0.124
N1 -2.0243 0.0744 -0.0331  0.145
N2 -0.1172 -1.3929 -0.0602  0.115
S1 3.0735 0.8010 -0.0042  0.777
Cl1 -0.1320 2.5243 -0.0488  0.691

C4H3ClO | ωB97M-V/def2-TZVPD

Properties
* total energy: -689.51100 Eh
* energy relative to the best compared isomer or geometry (same formula, charge and spin): 3.098 eV
* orbital gap: 10.010 eV
* SMILES string: O=C(Cl)C1=CC1
* HOMO: -0.3545 hartree
* total charge: 0

Last column: Löwdin charge in e.
Atoms and positions in Å:
C1 -0.2085 0.9679 0.2415  0.013
C2 -1.7095 0.7530 -2.3815  -0.682
C3 -0.8297 0.6939 -0.9590  -0.081
C4 -0.0246 -0.4128 -0.2083  -0.132
O1 -2.8719 0.8490 -2.5491  0.079
Cl1 -0.4804 0.5746 -3.7079  0.603
H1 0.0985 1.7618 0.8044  0.062
H2 0.9179 -0.5147 -0.6340  0.053
H3 -0.5093 -1.3340 0.0552  0.085